71
Properties=species:S:1:pos:R:3:forces:R:3 method="wB97M-V/def2-TZVPD" spin_multiplicity=5 s_squared=6.05 gap_ev="6.233 / 4.371" homo_energy_ha="-0.470 / -0.470" charge=+2
Os -0.63819 -0.19724 0.99225 0.32 1.30 -0.22
C -2.19979 4.01636 -0.12235 -0.16 0.00 -0.11
C -2.19699 2.65436 0.49105 -0.97 1.10 0.40
N -1.58699 1.68196 -0.15535 1.40 -2.16 -0.18
N -1.32179 1.75836 -1.42845 -1.57 2.05 0.45
C -0.33459 1.20426 -2.03355 1.85 -1.46 -0.60
S 1.08811 0.63736 -1.27355 -0.70 0.44 0.48
S -0.57509 0.83896 -3.76225 -0.67 0.02 -0.03
C 0.44411 2.05986 -4.71435 0.12 -0.40 0.39
C 1.81941 1.54246 -4.99015 0.19 0.05 -0.09
C 2.92081 2.07146 -4.32045 -0.29 -0.03 -0.24
C 4.19761 1.64986 -4.64355 0.14 -0.27 -0.18
C 4.38111 0.67616 -5.61915 -0.01 0.13 0.23
C 3.28611 0.12376 -6.27065 0.07 -0.05 0.12
C 2.01081 0.54726 -5.95425 -0.04 0.37 0.29
C -2.91179 2.37866 1.70265 0.71 -0.95 -0.53
C -3.46379 3.39546 2.50205 -0.55 0.31 0.58
C -4.33139 3.11026 3.53265 0.41 0.57 -0.49
C -4.67339 1.78156 3.81935 0.21 -0.31 -0.15
C -4.09069 0.75496 3.12695 0.08 -0.09 -0.26
C -3.17859 1.00446 2.06845 -0.51 0.93 0.73
O -2.62649 0.00596 1.47925 0.41 -1.21 -0.38
H -2.15529 3.90176 -1.20395 0.05 0.09 -0.02
H -1.32139 4.58196 0.19315 0.08 0.00 0.00
H -3.08729 4.58406 0.13635 -0.02 0.00 0.06
H 0.43281 2.99206 -4.15415 0.02 0.06 -0.13
H -0.13049 2.17066 -5.63495 -0.04 0.08 0.12
H 2.77451 2.84206 -3.57815 -0.01 0.13 0.09
H 5.05381 2.08696 -4.15255 0.07 0.02 0.07
H 5.37941 0.34546 -5.85775 0.10 -0.02 -0.10
H 3.42911 -0.63614 -7.02265 0.03 -0.07 -0.09
H 1.15551 0.12006 -6.45665 -0.10 -0.03 -0.12
H -3.20079 4.42406 2.30625 -0.06 0.08 -0.07
H -4.76499 3.90766 4.11725 0.04 0.08 -0.01
H -5.37709 1.57176 4.61045 -0.04 -0.06 0.08
H -4.29789 -0.27624 3.36965 -0.06 -0.10 -0.02
O 2.91581 -6.55154 -0.81875 0.15 -0.44 -0.26
N 2.95921 -5.72604 0.05225 -0.26 0.20 -0.29
O 3.70161 -5.71684 1.00045 0.41 -0.08 0.52
C 1.98241 -4.63054 -0.04965 -0.97 0.20 -0.42
C 0.87281 -4.88294 -0.79335 0.62 -0.19 0.15
C -0.15919 -3.91944 -0.94325 0.05 0.82 0.46
C -1.30059 -4.11484 -1.73905 -0.09 0.33 0.05
C -2.23549 -3.10514 -1.81465 0.22 -0.14 0.01
C -2.03689 -1.92604 -1.09265 -0.39 0.02 -0.27
N -0.97069 -1.71764 -0.33255 -0.41 -0.34 -0.09
C -0.03389 -2.69784 -0.25265 0.16 -0.70 -0.35
C 1.12401 -2.43304 0.53805 0.35 -0.64 -0.14
N 1.15761 -1.22614 1.16265 0.22 -0.31 0.03
C 2.26761 -0.88924 1.80755 0.03 0.25 0.13
C 3.37251 -1.73014 1.88905 -0.11 -0.28 -0.14
C 3.33261 -2.98484 1.31825 0.10 0.39 0.21
C 2.17641 -3.37544 0.61975 -0.32 0.31 0.05
H 0.78581 -5.83494 -1.29725 0.02 -0.06 0.01
H -1.41899 -5.04064 -2.28495 -0.07 -0.03 -0.02
H -3.12029 -3.21204 -2.42235 -0.06 0.04 -0.01
H -2.76719 -1.12844 -1.12895 0.00 0.04 0.06
H 2.29401 0.09386 2.25775 -0.08 0.00 0.04
H 4.25111 -1.39404 2.41375 0.09 0.05 0.05
H 4.17811 -3.65064 1.40335 -0.06 0.04 -0.02
I -1.28729 -1.33374 6.54385 0.14 0.44 -0.38
C -0.68399 0.14676 5.17475 -0.09 -0.25 0.18
C -0.19799 1.38356 5.58865 -0.11 -0.23 -0.22
C 0.19211 2.28936 4.61595 0.00 -0.15 -0.17
C 0.11611 1.93446 3.27695 0.15 0.40 -0.10
N -0.35149 0.74696 2.87735 -0.12 -0.05 0.14
C -0.75649 -0.11744 3.81545 -0.07 -0.41 0.73
H -0.12479 1.62346 6.63755 0.00 0.06 0.10
H 0.56351 3.26396 4.89455 0.05 0.05 -0.06
H 0.44801 2.61556 2.50435 -0.05 -0.01 -0.06
H -1.15449 -1.07104 3.47865 0.04 0.10 0.03


66
Properties=species:S:1:pos:R:3:forces:R:3 method="wB97M-V/def2-TZVPD" gap_ev=7.149 homo_energy_ha=-0.517 charge=+2
Sn -0.14658 -0.36940 -3.17777 0.28 0.18 -0.63
S 1.82390 -1.77418 -2.59835 0.10 0.14 0.05
C 1.02894 -3.11045 -1.78196 0.03 0.23 0.07
C 1.70720 -4.32913 -1.73268 -0.04 -0.06 -0.03
C 1.16712 -5.42399 -1.07475 -0.01 0.07 0.00
C 1.90716 -6.65285 -1.02659 -0.01 0.03 0.00
N 2.51613 -7.62367 -0.97448 0.03 -0.03 -0.01
C -0.08849 -5.33150 -0.44977 0.02 -0.09 0.00
C -0.76562 -4.12675 -0.47959 -0.09 0.14 -0.04
C -0.20648 -3.02657 -1.12734 0.08 -0.26 0.24
S -1.10074 -1.50590 -1.03141 -0.09 0.02 1.01
C -0.66763 -6.45706 0.22613 0.08 0.04 -0.02
N -1.13016 -7.34443 0.78729 -0.05 -0.02 0.03
H 2.66962 -4.41996 -2.21751 0.00 -0.03 -0.01
H -1.73327 -4.04652 -0.00164 0.01 -0.02 0.02
C -1.09100 2.07086 1.19997 0.20 0.02 0.09
N -0.43554 1.13752 0.23159 -0.47 0.16 -0.09
P -0.20085 -0.43324 0.68585 0.17 0.09 -0.41
C 1.51933 -0.75361 0.90957 0.04 -0.19 -0.04
C 2.41486 0.31677 0.84233 0.00 -0.02 -0.08
C 3.75506 0.09597 1.11379 -0.01 0.01 -0.04
C 4.19662 -1.17838 1.44051 0.03 0.00 -0.02
C 3.30050 -2.23852 1.53582 0.01 -0.02 -0.04
C 1.96012 -2.03398 1.27255 -0.03 0.12 0.04
C -1.08630 -0.78881 2.17649 -0.18 -0.33 -0.22
C -2.41027 -1.24184 2.15827 -0.01 0.08 -0.04
C -3.07479 -1.44997 3.35371 0.01 0.00 -0.02
C -2.42482 -1.20771 4.55809 0.01 0.01 0.00
C -1.10831 -0.76382 4.57669 -0.01 0.01 0.01
C -0.42715 -0.56251 3.38939 0.08 0.01 -0.01
P -0.17740 1.69403 -1.39033 -0.51 -0.20 0.27
C -1.82442 2.24926 -1.89547 0.10 0.03 -0.09
C -2.96979 1.58324 -1.45114 0.05 0.04 0.04
C -4.21379 1.92132 -1.95844 0.01 0.01 -0.01
C -4.32261 2.90910 -2.92839 -0.03 -0.01 0.01
C -3.18795 3.55508 -3.39568 0.04 -0.01 0.00
C -1.94005 3.22571 -2.88746 0.02 0.00 0.00
C 0.90602 3.10502 -1.32700 0.14 -0.02 -0.04
C 0.44806 4.38303 -0.99089 0.06 -0.02 0.03
C 1.35176 5.42749 -0.90511 0.00 0.01 -0.01
C 2.70077 5.20643 -1.15951 0.00 0.00 0.02
C 3.15672 3.94249 -1.50914 -0.01 0.01 0.00
C 2.26086 2.88978 -1.59556 0.00 0.03 -0.04
H -1.98799 1.62951 1.62671 -0.02 -0.02 -0.03
H -1.37229 2.97658 0.67173 0.00 0.00 -0.02
H -0.39824 2.32727 2.00006 0.01 0.03 -0.02
H 2.06891 1.31179 0.59275 0.03 -0.03 0.05
H 4.45348 0.92045 1.07595 0.01 0.01 -0.02
H 5.24821 -1.34829 1.62899 0.00 0.00 0.06
H 3.65068 -3.21902 1.82809 0.00 -0.02 -0.03
H 1.26218 -2.85268 1.37593 -0.09 -0.08 0.00
H -2.91995 -1.43361 1.22204 0.01 0.00 -0.02
H -4.09558 -1.80554 3.34871 -0.01 -0.01 0.00
H -2.94607 -1.37489 5.49091 -0.01 0.00 0.01
H -0.60907 -0.58248 5.51831 0.01 -0.01 0.00
H 0.60514 -0.23512 3.40610 -0.01 -0.01 0.00
H -2.90473 0.81707 -0.68797 0.01 -0.02 0.05
H -5.09964 1.41869 -1.59515 0.00 -0.01 0.00
H -5.29491 3.17516 -3.31993 0.00 0.00 -0.01
H -3.27240 4.31943 -4.15573 0.00 0.01 0.00
H -1.06145 3.73619 -3.26180 0.01 0.01 0.00
H -0.60319 4.56861 -0.81341 -0.01 -0.01 0.00
H 1.00328 6.41858 -0.64908 0.01 0.01 0.01
H 3.39957 6.02922 -1.09172 0.00 0.01 -0.01
H 4.20372 3.78166 -1.72497 0.01 0.00 0.00
H 2.61358 1.90306 -1.87661 0.00 -0.01 0.00


73
Properties=species:S:1:pos:R:3:forces:R:3 method="wB97M-V/def2-TZVPD" spin_multiplicity=6 s_squared=8.79 gap_ev="8.468 / 5.751" homo_energy_ha="-0.580 / -0.609" charge=+3
Ir -0.29375 -0.49391 -0.36676 -0.05 -0.11 0.00
O -2.52538 -0.23825 5.42927 0.01 0.00 -0.01
C -2.01935 -0.42499 4.22587 -0.05 0.02 0.01
C -0.85552 -1.15935 3.96145 0.02 0.00 -0.04
C -0.42347 -1.26321 2.66457 0.03 -0.01 0.04
N -1.07294 -0.68796 1.63379 0.06 -0.03 -0.04
C -2.19626 -0.01174 1.90531 -0.09 0.05 0.04
Br -3.07822 0.68140 0.38711 0.01 0.03 -0.03
C -2.71501 0.15914 3.15570 0.04 -0.02 -0.02
H -2.02694 -0.68593 6.12764 0.00 0.00 0.01
H -0.29797 -1.63600 4.75666 0.00 0.00 0.00
H 0.47375 -1.81437 2.41447 0.00 0.00 0.00
H -3.62739 0.71076 3.33087 0.00 0.00 0.00
N 1.99961 -0.86712 -0.60340 0.06 0.00 -0.04
C 2.93256 0.09222 -0.03132 -0.03 0.01 0.01
C 4.25527 -0.26159 0.17990 0.01 0.02 0.01
C 5.13570 0.68012 0.69256 0.00 -0.01 0.00
C 4.70141 1.96808 0.98578 0.00 0.00 0.00
C 3.37848 2.31581 0.77867 -0.01 0.00 0.00
C 2.48162 1.37121 0.27475 0.01 0.02 0.02
P 0.75982 1.77931 -0.02779 0.03 -0.01 -0.01
C 0.62061 2.87045 -1.43984 0.02 0.04 0.01
C 0.64814 4.25811 -1.27741 0.01 -0.01 0.00
C 0.66803 5.07637 -2.39554 0.00 0.00 0.00
C 0.66777 4.52067 -3.66820 0.00 0.00 0.00
C 0.65154 3.14075 -3.83260 0.00 0.00 0.00
C 0.62555 2.31549 -2.72159 0.00 -0.02 0.00
C 0.06394 2.52169 1.44181 -0.01 0.01 0.00
C -1.05747 3.35382 1.34938 0.01 -0.01 0.00
C -1.62777 3.87014 2.50062 0.00 0.00 0.01
C -1.09599 3.55122 3.74496 0.00 0.01 0.00
C 0.00673 2.71026 3.84250 0.01 0.00 -0.02
C 0.58573 2.18932 2.69697 0.01 0.00 0.02
H 2.10889 -1.79411 -0.18885 -0.01 0.00 -0.01
H 2.18169 -0.97621 -1.60094 -0.02 0.02 0.00
H 4.60223 -1.25817 -0.06457 0.00 0.00 0.00
H 6.16987 0.40894 0.85656 0.00 0.00 0.00
H 5.39676 2.69827 1.37621 0.00 0.00 0.00
H 3.03892 3.31748 1.01348 0.00 0.00 0.00
H 0.66621 4.70062 -0.28976 0.00 0.00 0.00
H 0.69262 6.15056 -2.27266 0.00 0.00 0.00
H 0.68809 5.16604 -4.53604 0.00 0.00 0.00
H 0.66833 2.71393 -4.82638 0.00 0.00 0.00
H 0.62636 1.23805 -2.85372 0.00 -0.01 0.00
H -1.47227 3.61214 0.38324 0.00 0.00 0.00
H -2.47905 4.53362 2.42763 0.00 0.00 0.00
H -1.53496 3.97035 4.64080 0.00 0.00 0.00
H 0.42959 2.47962 4.81141 0.00 0.00 0.00
H 1.45778 1.55127 2.77829 0.00 0.00 0.00
Cl -1.49072 -8.19858 0.81023 -0.01 -0.02 0.00
C -0.98080 -6.62268 0.59523 0.00 0.05 -0.01
C -1.94572 -5.59397 0.35096 -0.01 -0.01 0.00
Cl -3.59411 -5.99708 0.29020 -0.01 0.00 0.00
C -1.53231 -4.30192 0.16952 -0.09 -0.01 0.00
Cl -2.66111 -3.04456 -0.12428 0.04 -0.04 0.01
C -0.13647 -3.95267 0.21904 0.12 0.01 0.01
O 0.29484 -2.78448 0.04433 -0.05 0.01 0.00
C 0.81341 -5.01749 0.48015 -0.01 0.00 0.00
Cl 2.46056 -4.58068 0.55140 0.00 0.00 0.00
C 0.40888 -6.31381 0.65785 -0.01 0.03 0.00
Cl 1.53461 -7.54938 0.95169 0.00 -0.01 0.00
C -2.89945 -0.72256 -5.26993 0.00 0.00 -0.01
N -2.01931 -1.12429 -4.16546 0.04 0.03 0.01
C -1.19358 -2.22613 -4.15352 -0.04 -0.04 0.02
C -0.54435 -2.21613 -2.96442 0.06 0.03 -0.01
N -0.95186 -1.09944 -2.25627 -0.05 -0.01 0.02
C -1.84816 -0.47038 -3.02144 -0.01 0.00 0.01
H -3.12294 -1.60041 -5.86841 -0.01 0.00 0.00
H -2.40312 0.02266 -5.88677 0.00 -0.01 -0.01
H -3.82506 -0.32161 -4.86655 0.01 0.01 0.00
H -1.15255 -2.91361 -4.98087 0.00 -0.01 0.00
H 0.17103 -2.91473 -2.56852 0.01 0.00 -0.01
H -2.36557 0.43963 -2.76498 0.00 0.00 0.00


72
Properties=species:S:1:pos:R:3:forces:R:3 method="wB97M-V/def2-TZVPD" gap_ev=6.254 homo_energy_ha=-0.270
Pd -0.48443 0.64316 -1.46621 0.12 0.34 -0.19
C 2.36268 4.29920 -4.01768 0.09 -0.03 0.11
S 1.42731 4.83722 -2.56888 -0.17 -0.02 -0.07
C 0.53115 3.36315 -2.18854 -0.07 0.33 0.07
S 1.33976 1.85615 -2.23746 -0.18 -0.35 -0.02
N -0.70728 3.58901 -1.83557 0.08 -0.45 0.13
N -1.33710 2.41315 -1.47621 0.25 0.36 -0.07
C -2.57529 2.46920 -1.15950 -0.43 -0.29 0.09
C -3.24385 1.19976 -0.82735 0.20 0.56 -0.08
C -4.56094 1.12704 -0.42159 -0.23 -0.12 0.10
C -5.09330 -0.11961 -0.11461 -0.03 0.18 -0.01
C -4.29402 -1.24138 -0.22231 0.10 -0.08 0.00
C -2.97634 -1.08594 -0.63199 0.01 0.01 0.10
N -2.47300 0.10385 -0.92831 0.20 -0.18 -0.16
H 2.96347 5.15799 -4.31265 0.00 -0.01 -0.01
H 1.68435 4.03313 -4.82437 0.02 -0.01 -0.01
H 3.01565 3.46448 -3.77955 0.03 0.02 -0.02
H -3.08825 3.42539 -1.16605 -0.03 -0.05 0.03
H -5.15005 2.03081 -0.33932 -0.01 -0.03 -0.01
H -6.12072 -0.20844 0.21263 0.00 0.01 -0.01
H -4.67309 -2.22670 0.00878 0.02 0.01 0.01
H -2.29106 -1.92033 -0.71408 0.00 -0.01 -0.04
C 1.51379 4.92516 2.93113 0.00 -0.01 -0.01
C 0.26494 4.75439 2.35095 0.01 -0.01 -0.01
C -0.11536 3.50684 1.87849 0.03 0.04 -0.04
C 0.73338 2.40714 1.99843 -0.06 0.02 0.04
C 1.99850 2.59687 2.54616 0.00 0.04 0.02
C 2.38243 3.84738 3.01449 -0.01 -0.01 -0.03
As 0.15249 0.69599 1.25538 0.21 -0.21 0.41
C 1.56462 -0.48387 1.87746 0.03 0.04 0.06
C 1.91047 -0.61738 3.22311 0.01 0.00 -0.01
C 2.92379 -1.48265 3.60253 0.01 -0.02 -0.04
C 3.60052 -2.22504 2.63887 -0.02 0.03 0.02
C 3.26687 -2.09302 1.30067 0.00 0.01 -0.03
C 2.25180 -1.22015 0.91882 0.02 -0.05 0.01
C -1.29929 0.18898 2.47404 0.02 0.08 0.11
C -2.41706 1.01627 2.58040 -0.03 -0.01 0.00
C -3.50370 0.65354 3.36374 0.01 -0.02 -0.03
C -3.49417 -0.55171 4.05231 0.01 0.00 -0.02
C -2.39777 -1.39380 3.93633 -0.02 0.01 -0.04
C -1.31273 -1.03086 3.14716 -0.06 -0.03 -0.07
H 1.81451 5.89775 3.29921 0.00 -0.01 -0.01
H -0.40859 5.59616 2.24972 0.00 -0.01 0.00
H -1.07685 3.40668 1.38924 0.00 0.00 0.00
H 2.69635 1.77301 2.60570 0.00 -0.01 0.02
H 3.36946 3.97778 3.44038 -0.01 0.00 0.00
H 1.38716 -0.03963 3.97614 -0.02 0.00 0.01
H 3.18680 -1.58063 4.64851 0.00 0.00 -0.01
H 4.38815 -2.90610 2.93581 -0.01 0.01 0.00
H 3.78828 -2.67355 0.54934 -0.01 0.00 0.01
H 1.98198 -1.12518 -0.12649 -0.02 -0.01 0.01
H -2.44993 1.96141 2.05216 0.01 0.00 0.02
H -4.36063 1.31319 3.43256 0.02 0.00 0.02
H -4.33689 -0.83409 4.67050 0.01 0.00 0.00
H -2.38241 -2.34036 4.46245 0.00 0.00 -0.01
H -0.47783 -1.71214 3.05364 0.04 0.01 0.03
O -0.54937 -0.76142 -3.74804 -0.09 -0.40 -0.40
C 0.05897 -1.51247 -3.00215 0.14 -0.02 0.52
O 0.28567 -1.26908 -1.73865 -0.20 0.36 -0.49
C 0.61368 -2.82589 -3.48156 0.00 -0.01 0.05
C 0.11127 -3.41380 -4.63495 0.05 0.01 -0.06
C 0.61065 -4.63180 -5.07809 0.01 0.01 0.01
C 1.63117 -5.26272 -4.38248 -0.06 -0.02 -0.09
C 2.11934 -4.65057 -3.24407 0.18 -0.12 0.14
C 1.62722 -3.45317 -2.77101 -0.03 0.04 0.06
N 3.21549 -5.31141 -2.49386 -0.13 0.11 -0.15
O 3.64772 -6.35683 -2.93366 0.00 -0.03 0.02
O 3.61949 -4.76509 -1.48775 0.01 0.01 0.04
H -0.66824 -2.89450 -5.17728 0.00 -0.01 0.00
H 0.20987 -5.09142 -5.97161 0.00 0.01 0.00
H 2.04718 -6.20530 -4.70537 0.00 0.01 0.00
H 2.02117 -3.01319 -1.86797 -0.01 -0.01 0.00


Ordered E results: -3010.8475; -3129.6864; -6962.3243; -4953.6698; unit Ha.